The following is a quantum chemistry calculation of a molecular structure, C13H9F6N5O5RuS7, from the OMol25 dataset.

Calculated values
<S²>: 0.765
ΔE to the lowest compared entry with this formula, charge and spin, kcal/mol: 29.85
HOMO-LUMO gap (alpha / beta), eV: 6.4 / 6.0
Charge: -1
Total energy, Eh: -4632.34368
Multiplicity: 2

XYZ file:
```
46
Properties=species:S:1:pos:R:3:forces:R:3:mulliken_spin:R:1
Ru 0.49780 0.41132 1.13307 1.2088 1.6858 1.4291 0.231
C -3.80742 0.11157 1.45497 0.0033 -0.0492 -0.0322 0.001
C -2.38679 0.34191 1.05994 0.0041 -0.1637 -0.1870 0.008
N -1.37957 -0.05504 1.76396 -0.0330 0.2620 0.0943 -0.002
N -1.61073 -0.77323 2.90147 0.0274 -0.0383 0.0126 -0.002
C -0.52992 -0.90886 3.64468 -0.1611 0.1319 -0.0385 -0.013
N -0.69910 -1.62542 4.79747 0.1000 -0.0290 -0.0545 0.002
S 1.02054 -0.21498 3.35987 0.0112 -0.3272 -0.1167 0.037
C -2.02385 1.01089 -0.19972 -0.0389 -0.0087 0.1061 -0.009
C -2.95479 1.41033 -1.14730 -0.0371 0.1098 0.0388 -0.006
C -2.51857 2.05396 -2.29482 -0.0070 0.0074 0.0328 -0.003
C -1.16449 2.27386 -2.47304 -0.0093 0.0549 0.0497 -0.002
C -0.28556 1.82301 -1.50065 -0.0432 -0.0045 -0.0645 -0.018
N -0.70457 1.20611 -0.40053 0.2234 -0.6821 -0.4515 0.032
H -3.85760 -0.06079 2.52612 -0.0033 -0.0181 0.0007 0.000
H -4.21368 -0.76971 0.95031 -0.0026 0.0102 -0.0003 0.000
H -4.42629 0.97098 1.19559 0.0085 -0.0051 -0.0079 0.000
H -1.47327 -2.27001 4.79198 -0.0527 0.0648 0.0170 0.000
H 0.15386 -1.96958 5.20462 -0.0183 -0.0243 0.0194 0.001
H -4.00513 1.21909 -0.98042 0.0028 0.0198 -0.0155 0.000
H -3.23353 2.38744 -3.03595 0.0068 -0.0374 -0.0167 0.000
H -0.78150 2.77855 -3.34818 0.0145 -0.0388 -0.0105 0.001
H 0.78396 1.94122 -1.60279 0.0363 -0.0687 -0.0143 0.002
O 5.08035 5.59166 1.08891 -0.0130 -0.0116 0.0003 0.013
C 4.29197 4.68523 1.10906 -0.0057 -0.0162 0.0156 0.006
S 2.65414 4.83725 1.78920 -0.0064 0.0300 -0.0477 0.014
C 2.13156 3.20263 1.44739 0.0320 0.1639 -0.0624 0.139
C 3.05253 2.37722 0.86262 0.0967 0.0772 0.0437 -0.019
S 2.74277 0.74838 0.56558 -0.4993 -0.4153 -0.4100 0.384
S 4.61769 3.06972 0.46865 -0.0122 0.0364 0.0963 -0.006
S 0.55591 2.72619 1.86567 -0.4424 -1.0556 -0.1370 0.207
F -1.57674 -2.22988 -0.66626 -0.0256 0.0586 0.0844 0.000
C -0.74969 -3.24047 -0.37440 -0.0026 0.1033 -0.0522 0.000
F -1.08284 -3.71066 0.82965 -0.0258 -0.0698 0.0176 0.000
F -0.95440 -4.20520 -1.27013 -0.0063 -0.0075 -0.0093 0.000
S 1.04260 -2.71510 -0.36154 -0.4421 -0.0664 -0.5071 0.000
O 1.23502 -2.29316 1.00953 -0.1358 0.4665 -0.4851 0.002
O 1.73932 -3.86468 -0.86240 0.1428 -0.0525 0.3549 0.000
N 0.97517 -1.49671 -1.38401 0.5490 -0.3153 0.1731 0.000
S 2.13083 -1.37326 -2.48667 -0.4332 0.1351 0.0031 -0.010
O 3.43587 -1.76033 -2.05183 0.0324 0.0459 0.0334 0.002
O 1.94654 -0.12125 -3.16290 -0.0472 0.0112 0.0913 0.004
C 1.67129 -2.64943 -3.79549 -0.0647 0.0976 -0.0102 0.002
F 2.57291 -3.62222 -3.86393 0.0019 -0.0390 0.0264 0.000
F 0.47298 -3.19281 -3.56194 0.0229 0.0001 -0.0032 0.000
F 1.61439 -2.05575 -4.99537 0.0440 -0.0282 -0.0062 0.000
```
Positions in Å, forces in eV/Å.

***

The following is a quantum chemistry calculation of a molecular structure, C14H10CaClF3N4O12S2, from the OMol25 dataset.

Calculated values
ΔE to the lowest compared entry with this formula, charge and spin, kcal/mol: 53.86
HOMO-LUMO gap, eV: 6.4
Charge: -2
Total energy, Eh: -3895.15757

XYZ file:
```
47
Properties=species:S:1:pos:R:3:forces:R:3:nbo_charge:R:1
Ca -0.90811 -0.63383 -1.19043 -0.3418 2.0780 -0.0309 1.750
C 1.87005 2.68776 0.56996 -0.1278 -0.0385 0.0005 -0.705
C 0.56552 2.18573 0.01932 0.5073 0.1813 -0.2636 0.266
N 0.45642 1.69548 -1.15687 -0.2672 0.0568 -0.1373 -0.240
N 1.62975 1.56074 -1.85367 0.6895 -0.3135 0.0833 -0.475
C 1.66399 1.03339 -3.12386 -0.2877 0.9288 -0.1028 0.282
N 2.87267 0.47976 -3.42610 0.1114 -0.3187 0.4849 -0.815
S 0.46975 1.27363 -4.23426 -0.2001 -0.1975 -0.0696 -0.229
C -0.60382 2.07570 0.91899 -0.3424 -0.0639 0.3470 0.168
C -0.50610 2.33051 2.28593 0.0434 0.0446 -0.1299 -0.237
C -1.56158 1.97403 3.11213 -0.0817 0.0460 -0.0453 -0.163
C -2.69025 1.39986 2.55853 0.0334 0.1007 0.0826 -0.264
C -2.72008 1.22483 1.17925 -0.1654 0.2188 -0.0190 0.066
N -1.71113 1.55088 0.38831 0.0714 -0.0955 -0.0460 -0.442
H 2.48146 3.10917 -0.22800 -0.0057 0.0102 0.0302 0.221
H 2.40305 1.84813 1.02895 0.0137 0.0105 0.0333 0.269
H 1.70881 3.45518 1.32310 0.0348 -0.0147 0.0287 0.216
H 2.41579 1.26964 -1.27820 -0.1236 -0.0942 0.0388 0.398
H 3.29634 -0.01109 -2.64314 0.0384 -0.1073 -0.0328 0.404
H 2.85351 -0.06768 -4.26986 -0.0615 0.0350 -0.0975 0.404
H 0.39576 2.72473 2.72864 0.0425 -0.0308 -0.0471 0.217
H -1.47675 2.10489 4.18312 0.0088 -0.0400 0.0071 0.219
H -3.50023 1.05078 3.18456 -0.0436 -0.0059 -0.0629 0.226
H -3.58141 0.78585 0.68566 0.0408 -0.0863 0.0214 0.218
O -1.23917 -1.23556 4.85162 0.0250 -0.0753 0.0526 -0.575
C -1.04537 -1.37110 3.65954 -0.0220 0.0785 0.2018 0.373
C 0.15679 -0.89594 2.89717 0.2105 0.0897 -0.0540 0.352
O 1.19215 -0.45937 3.38598 -0.0376 0.0869 0.0272 -0.620
C -0.22352 -0.96400 1.49955 -0.1718 0.0697 0.2100 0.252
C -1.49254 -1.58643 1.34017 0.1674 -0.0352 0.3210 0.271
O -2.06247 -1.70464 0.21616 -0.8134 -0.9222 1.2735 -0.789
C -2.02713 -1.93288 2.66733 -0.0983 -0.1581 -0.1533 0.367
O -3.07274 -2.49587 2.93807 -0.0764 0.0352 0.0404 -0.583
O 0.40631 -0.45434 0.49840 0.4812 0.0809 1.6870 -0.887
O -3.54956 -0.38191 -4.07269 0.1335 -0.0426 -0.1423 -0.853
Cl -3.04661 -0.67015 -2.76238 -2.9403 0.4034 -2.0403 2.545
O -4.12440 -1.02524 -1.90083 -0.1193 -0.1894 0.2883 -0.831
O -2.08068 -1.73269 -2.84039 0.4389 -0.6976 -0.0952 -0.886
O -2.38881 0.50727 -2.24263 -0.6471 1.0429 -0.4273 -0.902
F 2.82278 -2.89092 -3.12940 -0.0668 0.1737 0.2076 -0.360
C 2.81726 -3.12112 -1.78765 -0.0634 0.0959 0.0064 0.679
F 2.45671 -4.40896 -1.63706 -0.0563 0.0783 -0.0334 -0.343
F 4.11622 -3.04549 -1.40631 -0.1290 -0.0255 0.0374 -0.354
S 1.70775 -1.90410 -0.76501 3.4007 -1.9388 -1.7380 2.389
O 1.33879 -2.85339 0.24157 -0.3960 0.3032 0.3837 -0.931
O 2.74323 -0.90017 -0.56183 -0.3982 0.2384 0.2603 -1.003
O 0.77159 -1.58107 -1.85142 1.5918 -0.9959 -0.3863 -1.065
```
Positions in Å, forces in eV/Å.

***

The following is a quantum chemistry calculation of a molecular structure, C14H10CaClF3N4O12S2, from the OMol25 dataset.

Calculated values
ΔE to the lowest compared entry with this formula, charge and spin, kcal/mol: 0.00
HOMO-LUMO gap, eV: 6.4
Charge: -2
Total energy, Eh: -3895.24341

XYZ file:
```
47
Properties=species:S:1:pos:R:3:forces:R:3:nbo_charge:R:1
Ca -0.64257 -1.17410 -0.37870 0.3943 0.5799 0.1692 1.812
C 1.15189 2.81089 0.35910 -0.0371 0.0307 -0.0191 -0.717
C 0.95091 1.72249 -0.64389 -0.0225 0.0687 -0.0258 0.295
N -0.11033 1.52288 -1.32649 -0.0509 -0.2426 0.0122 -0.277
N -1.21049 2.29698 -0.98734 -0.0165 0.1837 0.0555 -0.475
C -2.14056 2.57317 -1.93911 -0.0373 0.0864 0.1322 0.292
N -3.39536 2.77512 -1.43708 0.0657 -0.1544 0.0451 -0.809
S -1.76532 2.76454 -3.54097 0.0490 -0.0010 -0.1571 -0.284
C 2.03830 0.72649 -0.89038 0.1002 0.0017 0.0246 0.148
C 3.30755 0.88237 -0.34463 -0.0637 0.0059 -0.0505 -0.238
C 4.24505 -0.12172 -0.53498 0.0023 -0.0420 -0.0220 -0.158
C 3.89328 -1.23890 -1.26798 -0.0236 0.0154 -0.0129 -0.245
C 2.60142 -1.31394 -1.77063 0.0342 -0.0187 -0.0597 0.078
N 1.69503 -0.36363 -1.58912 -0.1054 -0.1086 0.2556 -0.466
H 0.41293 3.59692 0.21263 -0.0156 -0.0299 0.0073 0.227
H 2.14354 3.25052 0.26094 0.0182 -0.0086 -0.0065 0.215
H 1.06333 2.40139 1.37050 0.0194 0.0062 0.0055 0.301
H -1.51529 2.19139 -0.02605 -0.0776 -0.0574 -0.0369 0.403
H -3.67197 2.12085 -0.71283 -0.0719 -0.0104 0.0166 0.412
H -4.08827 2.81632 -2.16772 0.0184 0.0896 -0.0143 0.400
H 3.54458 1.73939 0.26735 0.0028 0.0056 0.0120 0.226
H 5.22263 -0.04860 -0.07602 0.0005 0.0106 0.0056 0.217
H 4.57091 -2.07078 -1.39670 0.0189 0.0121 0.0053 0.221
H 2.26106 -2.19662 -2.29962 -0.0225 0.0003 0.0181 0.217
O 4.08559 -0.64682 3.93493 -0.0045 0.0240 -0.0530 -0.578
C 3.16185 -0.78235 3.15506 0.0014 -0.0350 0.0679 0.364
C 2.06452 0.20513 2.88369 0.0372 0.0798 -0.0010 0.328
O 2.00534 1.35894 3.30846 -0.0162 -0.0483 0.0169 -0.640
C 1.15135 -0.43927 1.95353 -0.0235 0.1767 0.0531 0.223
C 1.68682 -1.68761 1.51292 0.1847 -0.0369 -0.0040 0.330
O 1.17664 -2.37896 0.58745 -0.2785 0.1275 0.0943 -0.804
C 2.94753 -1.95168 2.22664 0.0732 -0.0121 -0.0367 0.331
O 3.72294 -2.88164 2.06414 -0.0406 0.0001 0.0131 -0.600
O 0.08343 0.07285 1.47023 -0.0380 -0.2088 -0.1654 -0.846
O -0.17185 -3.41757 -2.58108 0.2100 -0.2639 -0.2846 -0.856
Cl -1.51549 -3.25895 -2.10406 0.1275 0.1279 0.4913 2.529
O -2.40357 -4.21074 -2.66550 -0.1593 -0.1080 -0.2068 -0.813
O -1.92721 -1.88783 -2.38160 -0.1196 -0.0515 -0.2159 -0.897
O -1.48993 -3.37032 -0.64116 -0.1392 -0.2796 -0.2574 -0.907
F -5.89068 -0.38139 2.07544 0.0817 0.0337 0.0216 -0.334
C -4.59473 -0.11242 1.83047 -0.0750 0.0068 -0.0462 0.680
F -3.86299 -0.80233 2.70664 0.0148 -0.0004 -0.0076 -0.318
F -4.40510 1.19705 2.07504 0.0172 -0.0234 -0.0076 -0.335
S -4.17628 -0.53391 0.08477 -0.0513 -0.3128 0.1844 2.373
O -4.42715 -1.94182 0.00522 -0.2425 0.0266 -0.0500 -0.946
O -5.02414 0.36569 -0.65954 -0.0762 0.0469 -0.0450 -0.990
O -2.75916 -0.17745 0.01803 0.3374 0.3077 0.0787 -1.089
```
Positions in Å, forces in eV/Å.

***

Number 1: largest force on an atom 2.52 eV/Å. Number 2: largest force on an atom 4.28 eV/Å. Number 3: largest force on an atom 0.72 eV/Å.